1.
Entry from the OMol25 dataset: a 2-piece molecular cluster, C5H13ClN3 overall (wB97M-V/def2-TZVPD).

Each line ends with the Mulliken charge.
Positions of all 22 atoms, in Å:
C 0.536 1.432 -0.845  0.00
C 2.913 1.292 -0.096  -0.74
C 0.056 -1.760 1.259  -0.84
C -0.815 1.348 -0.601  -0.68
C -1.507 -1.185 -0.477  -0.07
N 1.445 1.329 0.107  -0.09
N -2.590 -0.759 -1.008  -0.27
N -1.238 -1.424 0.812  -0.09
Cl -1.361 1.725 1.040  -0.23
H 0.731 1.062 -1.781  0.33
H 3.052 1.352 -1.176  0.29
H 3.298 0.304 0.454  0.25
H 3.449 2.137 0.474  0.28
H 0.262 -1.157 2.069  0.34
H 0.038 -2.854 1.564  0.31
H 0.897 -1.494 0.528  0.28
H -1.484 1.669 -1.353  0.51
H -0.696 -1.409 -1.130  0.42
H -2.809 -0.911 -2.057  0.31
H -3.374 -0.761 -0.469  0.22
H 1.105 1.451 1.034  0.17
H -1.908 -1.386 1.653  0.30

## Properties
ΔE to the lowest compared entry with this formula, charge and spin   1.872 eV
Total charge   +1
Total energy   -822.4609 a.u.

2.
Entry from the OMol25 dataset: C6H15BrN as an isolated structure (wB97M-V/def2-TZVPD).

Each line ends with the Mulliken charge.
Positions of all 23 atoms, in Å:
C -0.078 -2.946 -0.351  -1.08
C -1.252 1.031 1.534  -1.52
C -1.109 1.145 -1.100  -1.56
C 1.060 -1.890 -0.664  -0.28
C 1.112 -0.713 0.270  -0.37
C -0.471 1.239 0.268  0.68
N 0.642 2.260 0.100  -0.08
Br 2.650 0.353 0.659  -0.21
H -1.003 -2.299 -0.280  0.26
H 0.087 -3.466 0.538  0.37
H -0.031 -3.537 -1.222  0.36
H -2.118 1.653 1.456  0.43
H -1.713 0.087 1.554  0.36
H -0.693 1.270 2.401  0.44
H -0.346 0.946 -1.855  0.41
H -1.521 2.113 -1.302  0.52
H -1.839 0.280 -1.106  0.31
H 1.073 -1.558 -1.706  0.32
H 2.093 -2.354 -0.532  0.36
H 0.666 -1.084 1.186  0.43
H 0.755 2.831 0.928  0.38
H 0.472 2.779 -0.806  0.41
H 1.564 1.859 0.032  0.06

## Properties
ΔE to the lowest compared entry with this formula, charge and spin   4.253 eV
Total charge   +1
Total energy   -2865.9951 a.u.

3.
Entry from the OMol25 dataset: one molecule with the formula C2H2ClN (wB97M-V/def2-TZVPD).

Each line ends with the Mulliken charge.
Positions of all 6 atoms, in Å:
C -0.345 0.134 -0.206  0.03
C 0.846 -0.211 0.487  0.06
N 0.266 -1.154 -0.140  -0.37
Cl -2.285 0.301 0.107  -0.24
H -0.149 0.673 -1.218  0.23
H 1.667 0.258 0.970  0.29

## Properties
ΔE to the lowest compared entry with this formula, charge and spin   2.306 eV
Total charge   0
Total energy   -592.2439 a.u.
SMILES   Cl[C@H]1C=N1

4.
Entry from the OMol25 dataset: C4H10N2O3 as an isolated structure (wB97M-V/def2-TZVPD).

Each line ends with the Mulliken charge.
Positions of all 19 atoms, in Å:
C 1.861 0.281 -0.165  -0.05
C -1.200 0.697 -1.175  -1.24
C -0.932 -0.021 0.216  -0.30
C 0.334 -0.925 0.332  0.14
N 0.464 -1.897 -0.707  -0.46
N -0.746 1.093 1.135  -0.61
O 2.722 -0.178 -0.838  -0.28
O 1.527 1.544 0.093  -0.36
O 0.483 -1.184 1.723  -0.41
H -1.531 -0.095 -1.810  0.38
H -2.005 1.330 -0.885  0.56
H -0.234 1.025 -1.603  0.25
H -1.722 -0.580 0.622  0.57
H 1.440 -2.139 -0.906  0.27
H -0.137 -1.689 -1.485  0.23
H -1.032 1.079 2.075  0.17
H -1.290 1.870 0.784  0.25
H 0.773 1.662 0.801  0.50
H 1.227 -1.873 1.792  0.39

## Properties
ΔE to the lowest compared entry with this formula, charge and spin   0.125 eV
Total charge   0
Total energy   -493.4427 a.u.
Multiplicity   3

5.
Entry from the OMol25 dataset: one molecule with the formula C3H4N4O (wB97M-V/def2-TZVPD).

Each line ends with the Mulliken charge.
Positions of all 12 atoms, in Å:
C 0.941 -0.309 0.456  0.57
C -0.664 0.936 -0.681  0.55
C -1.119 -1.081 0.305  0.03
H 2.927 -0.065 0.546  0.28
H 2.107 -1.137 1.800  0.33
H -0.389 2.748 -1.498  0.27
H -1.760 -1.898 0.555  0.40
N 2.213 -0.737 0.681  -0.48
N 0.636 0.768 -0.229  -0.55
N -1.064 2.007 -1.232  -0.64
N -1.556 -0.220 -0.586  -0.41
O 0.071 -1.206 0.960  -0.35

## Properties
ΔE to the lowest compared entry with this formula, charge and spin   1.721 eV
Total charge   0
Total energy   -410.9400 a.u.
SMILES   [H]/N=c1/ncoc(N)n1

6.
Entry from the OMol25 dataset: C8H16BrCl10FINO2S as an isolated structure (wB97M-V/def2-TZVPD).

Each line ends with the Mulliken charge.
Positions of all 41 atoms, in Å:
O 3.086 -2.021 -2.333  -0.57
S 3.279 -1.634 -0.998  1.12
O 4.550 -1.176 -0.643  -0.59
F 3.019 -2.888 -0.126  -0.11
N 2.064 -0.639 -0.472  0.01
Br 2.702 0.740 0.619  0.06
C 1.176 -0.157 -1.557  -0.87
C 0.060 -1.182 -1.827  -0.12
C -0.825 -1.602 -0.642  -0.55
I -1.223 -0.091 0.813  0.01
H 0.777 0.817 -1.277  0.27
H 1.708 0.012 -2.492  0.35
H -0.520 -0.882 -2.695  0.42
H 0.579 -2.093 -2.135  0.30
H -0.446 -2.476 -0.123  -0.22
H -1.793 -1.883 -1.041  0.51
C -1.783 3.534 -1.495  0.05
Cl -0.735 2.214 -2.036  -0.08
Cl -3.172 2.910 -0.606  -0.14
H -1.212 4.190 -0.848  0.30
H -2.134 4.077 -2.364  -0.11
C -3.135 3.916 -5.836  -0.26
Cl -3.038 2.385 -4.959  -0.12
Cl -2.798 5.302 -4.788  -0.17
H -2.406 3.904 -6.637  0.26
H -4.135 4.023 -6.239  0.28
C 1.450 -1.200 4.173  -0.50
Cl 1.237 0.553 4.294  -0.13
Cl 1.194 -1.759 2.520  0.01
H 2.458 -1.452 4.480  0.32
H 0.728 -1.685 4.820  0.29
C -1.527 2.821 6.029  -0.25
Cl -1.726 4.571 6.186  -0.16
Cl -1.783 2.275 4.370  -0.09
H -0.518 2.558 6.328  0.20
H -2.248 2.331 6.672  0.29
C 1.525 -5.610 0.663  -0.19
Cl 1.274 -7.330 0.347  -0.17
Cl 0.363 -4.604 -0.215  -0.12
H 1.403 -5.428 1.724  0.26
H 2.524 -5.337 0.346  0.22

## Properties
Total charge   0
Total energy   -8491.2624 a.u.